{"formula": "C13H12FeNO11", "method": "wB97M-V/def2-TZVPD", "symbols": ["H", "C", "O", "O", "C", "C", "C", "O", "H", "O", "O", "O", "H", "H", "O", "O", "O", "C", "Fe", "C", "C", "C", "H", "H", "C", "H", "H", "C", "N", "H", "O", "O", "H", "C", "H", "H", "C", "C"], "coordinates": [[-1.865, 3.478, 2.638], [-1.432, 3.263, 1.671], [-2.219, -1.934, -0.185], [-0.854, -0.150, -0.323], [0.278, 1.688, 2.812], [-1.946, 3.770, 0.495], [-1.354, 3.438, -0.723], [0.022, 2.577, -3.043], [-2.408, 0.714, -2.094], [0.005, 2.116, 3.928], [0.816, -4.443, -1.282], [0.951, -2.046, 1.375], [-2.822, 4.408, 0.513], [-3.708, -0.448, -1.698], [1.007, 0.697, 2.475], [2.913, -0.528, 0.239], [4.359, -2.215, 0.563], [-1.849, -0.864, -0.684], [1.065, 0.083, 0.487], [-0.326, 2.421, 1.604], [0.834, -3.176, -0.801], [0.419, -3.133, 0.654], [0.665, -4.081, 1.135], [0.500, 2.104, -3.736], [0.437, 2.041, -1.883], [2.404, -1.594, 2.704], [-1.742, 3.798, -1.665], [-2.640, -0.330, -1.878], [0.237, 2.126, 0.447], [2.537, -3.238, 2.020], [1.288, 1.198, -1.820], [1.088, -2.228, -1.489], [-2.385, -0.932, -2.754], [-0.261, 2.600, -0.684], [-0.663, -2.996, 0.635], [1.026, -4.361, -2.220], [2.319, -2.194, 1.798], [3.303, -1.630, 0.769]], "e_homo_ev": [-5.9, -4.8], "de_lowest_ev": 0.284, "charge": -1, "spin_multiplicity": 5, "s_squared": 6.009}



{"formula": "C29H22N6O2ScSe", "method": "wB97M-V/def2-TZVPD", "symbols": ["C", "C", "H", "C", "H", "C", "H", "C", "H", "C", "C", "C", "H", "H", "H", "N", "C", "C", "N", "C", "C", "C", "C", "C", "C", "H", "Sc", "N", "O", "O", "C", "C", "Se", "C", "C", "N", "H", "N", "C", "H", "H", "H", "C", "H", "H", "C", "C", "H", "H", "H", "C", "C", "C", "C", "H", "C", "H", "H", "H", "N", "H"], "coordinates": [[-1.676, -4.673, 1.058], [3.012, -3.137, 0.558], [-2.774, 2.228, -1.867], [3.849, 2.975, -0.011], [6.016, 1.579, -0.512], [2.147, 0.683, 2.904], [-3.446, 6.705, 0.091], [-3.364, -0.585, 0.210], [5.164, 0.114, -1.071], [1.796, -3.707, 0.295], [-2.107, -5.984, 1.071], [2.662, 5.223, -0.063], [-4.399, -0.296, 0.202], [2.113, 5.527, -0.956], [3.945, -3.638, 0.737], [1.251, 0.930, 2.190], [-2.843, -1.832, -0.020], [2.642, 3.719, 0.031], [1.537, -1.425, 0.283], [-0.869, -4.946, -1.187], [5.196, 0.895, -0.312], [0.871, -2.631, 0.144], [3.861, 1.621, -0.276], [-4.152, 3.855, -1.576], [-2.937, 3.210, -1.444], [-0.387, -4.540, -2.063], [0.922, 0.867, 0.120], [-2.668, -9.235, 0.033], [-0.442, 1.916, -1.012], [2.816, 0.914, -0.538], [-1.033, -4.141, -0.060], [-4.337, 5.114, -1.029], [3.429, 0.319, 3.987], [-1.429, -1.705, 0.087], [-0.510, -2.757, 0.010], [0.358, 3.833, -0.047], [-2.301, 1.306, 0.710], [1.507, 3.078, 0.086], [-0.598, 3.130, -0.594], [-3.374, -2.739, -0.248], [5.369, 0.431, 0.660], [3.537, -0.982, 0.730], [-2.328, -8.140, -0.016], [2.142, 5.644, 0.796], [3.680, 5.601, -0.107], [-1.913, -6.791, -0.053], [-1.310, -6.256, -1.192], [-5.282, 5.624, -1.151], [1.561, -4.753, 0.240], [-1.198, -6.875, -2.073], [-3.300, 5.726, -0.342], [-1.892, 3.822, -0.758], [-2.260, 0.259, 0.451], [2.798, -1.741, 0.544], [-1.817, -4.048, 1.926], [-2.087, 5.085, -0.201], [-1.270, 5.537, 0.337], [-4.965, 3.374, -2.100], [-2.598, -6.399, 1.940], [-1.102, -0.386, 0.358], [4.788, 3.498, 0.094]], "e_homo_ev": -4.9, "de_lowest_ev": 0.000, "charge": -1}



{"formula": "C17H36GeN2O4P2S2SeZn", "method": "wB97M-V/def2-TZVPD", "symbols": ["H", "H", "C", "C", "H", "O", "H", "C", "S", "H", "H", "H", "H", "H", "H", "C", "H", "Ge", "H", "N", "N", "H", "H", "H", "H", "C", "H", "C", "H", "C", "H", "H", "P", "H", "H", "H", "C", "S", "H", "C", "H", "C", "C", "H", "C", "H", "H", "C", "H", "H", "O", "H", "P", "C", "C", "H", "H", "Zn", "H", "C", "O", "C", "O", "H", "Se", "H"], "coordinates": [[-2.865, 4.449, 3.370], [-2.539, -3.416, -0.773], [1.345, 2.638, 1.983], [0.262, -4.493, -0.916], [-2.614, 2.051, 5.833], [-1.119, 3.333, 0.077], [-4.174, 2.132, 5.010], [-1.019, -2.383, 1.561], [-0.876, 2.582, -1.136], [-2.929, -1.681, -0.826], [-0.138, -2.190, 2.176], [4.207, -2.006, 0.930], [2.752, -1.574, 1.864], [-1.185, 4.209, 3.856], [-0.089, 2.889, -5.509], [3.419, -1.262, 1.063], [-0.081, 1.274, 4.375], [-2.290, 1.988, 3.284], [1.682, 2.937, 2.974], [0.963, 1.523, -4.328], [-1.243, 1.015, -3.963], [2.181, 2.637, 1.286], [-1.306, -3.430, 1.664], [-1.847, 0.392, -3.439], [0.560, 3.274, 1.595], [-3.354, 1.225, 1.843], [-3.667, 0.213, 2.111], [-0.618, 0.941, 3.485], [-0.911, -0.095, 3.673], [2.530, -5.025, -1.474], [3.278, -5.741, -1.790], [1.913, 1.265, -4.127], [2.472, -1.036, -0.487], [3.419, -0.831, -2.691], [-1.970, -2.399, -2.129], [-1.833, -1.745, 1.911], [-2.171, -2.430, -1.059], [0.524, -0.843, -3.223], [3.862, -0.309, 1.353], [0.681, 2.890, -4.737], [0.340, 3.485, -3.888], [-1.949, 3.903, 3.139], [3.812, -0.718, -1.683], [-1.452, 1.993, -3.741], [2.891, -3.711, -1.232], [4.668, -1.376, -1.536], [4.140, 0.314, -1.544], [0.613, -3.166, -0.671], [-4.251, 1.824, 1.681], [-0.768, -4.807, -0.801], [-1.255, 3.312, -2.343], [-1.634, 4.159, 2.130], [-0.659, -1.955, -0.174], [1.210, -5.419, -1.315], [-3.194, 1.653, 5.000], [-3.339, 0.583, 5.164], [-2.785, 1.202, 0.914], [0.244, 0.198, -0.779], [1.590, 3.314, -5.155], [1.949, -2.765, -0.831], [0.594, 2.156, -1.230], [0.046, 0.673, -3.888], [-1.569, 1.230, -1.073], [0.919, -6.444, -1.505], [0.702, 0.810, 2.058], [3.925, -3.419, -1.364]], "e_homo_ev": -8.0}



{"formula": "C3H10BNO", "method": "wB97M-V/def2-TZVPD", "symbols": ["H", "O", "H", "C", "H", "H", "H", "H", "B", "H", "C", "H", "H", "N", "C", "H"], "coordinates": [[-0.483, 0.932, -1.478], [2.025, -0.414, 0.705], [2.620, -1.198, 0.429], [0.461, 1.095, -0.766], [-2.132, -0.466, -0.625], [1.099, -1.067, -1.104], [-0.035, -2.191, 0.910], [-0.960, 2.937, 0.196], [-0.080, 2.166, 0.405], [-0.795, -0.538, 1.519], [0.841, -0.385, -0.169], [-2.201, -2.153, -0.205], [0.367, 2.186, 1.511], [-1.591, -1.342, -0.452], [-0.467, -1.138, 0.552], [1.331, 1.577, -1.425]], "e_homo_ev": -9.2, "smiles": "BC[C@@H](O)CN", "de_lowest_ev": 4.652}



Computed values of max |F| (unit: Eh/bohr) for the preceding records, in sequence: 0.0087 0.0347 0.0049 0.0520.
Computed values of calculated total energy (unit: eV) for the preceding records, in sequence: -72081.4534 -129518.9950 -239915.4061 -7484.2735.